C6H9Cl4N2OS | ωB97M-V with the def2-TZVPD basis set

Geometry as XYZ:
```
23
Properties=species:S:1:pos:R:3:forces:R:3:mulliken_charge:R:1
O 1.87803 -0.38037 2.29077 -0.013 0.158 0.035 -0.48
C 1.12934 0.41949 1.46942 0.300 0.310 0.053 0.03
C 1.82848 1.48710 0.64373 -0.365 -0.015 0.165 -0.69
C 0.92706 1.66662 -0.58033 0.092 -0.020 -0.206 -0.57
C 0.31288 0.28470 -0.85562 0.078 0.714 -0.766 -0.30
N 0.40779 -0.49623 0.42339 -0.422 0.026 0.247 0.49
N 0.87959 -1.83093 0.33350 0.496 -0.113 -0.300 -0.80
C 1.97970 -2.02808 -0.20037 -0.405 0.350 0.035 0.54
S 3.30091 -2.31883 -0.92099 0.069 -0.177 0.091 -0.23
H 2.73093 0.03240 2.47621 -0.015 -0.087 -0.061 0.37
H 0.29316 0.89066 1.99809 -0.055 -0.239 0.070 0.33
H 1.85042 2.39388 1.24695 0.268 0.036 -0.094 0.38
H 2.84504 1.19774 0.37410 -0.016 -0.108 0.009 0.42
H 0.16762 2.43379 -0.43572 -0.047 -0.124 0.206 0.35
H 1.50865 1.97824 -1.44650 -0.032 0.019 0.022 0.31
H 0.84930 -0.19362 -1.67278 0.146 -0.454 0.394 0.32
H -0.72925 0.31599 -1.15985 0.011 0.059 0.105 0.15
H -0.54333 -0.59528 0.78095 0.029 -0.188 -0.028 0.42
C -4.35159 -1.06741 -0.96474 -0.086 0.081 0.008 0.36
Cl -2.64387 -1.28059 -0.43020 -0.060 -0.234 0.011 -0.18
Cl -5.32180 -2.33198 -0.23983 0.017 0.013 -0.005 -0.07
Cl -4.90792 0.51649 -0.43830 0.008 -0.010 -0.004 -0.09
Cl -4.39517 -1.17938 -2.71619 0.004 0.003 0.013 -0.07
```
Forces are in eV/Å.

Calculated values
Charge: +1
HOMO: -13.8791 eV
Total energy: -2657.40739 Eh
2S+1: 1
HOMO-LUMO gap: 0.3524 Ha
Molar mass: 299.03 Da

C55H66IrN3O5P | ωB97M-V with the def2-TZVPD basis set

Geometry as XYZ:
```
131
Properties=species:S:1:pos:R:3:forces:R:3:mulliken_charge:R:1
Ir -0.25947 -0.09381 0.00389 -0.193 0.229 -0.114 2.78
C 1.41163 6.55064 1.60614 0.017 0.002 0.027 -1.34
C 2.17601 5.52973 2.46718 -0.028 0.040 -0.013 2.17
C 2.20435 6.04157 3.90882 0.007 0.013 -0.004 -2.35
C 3.62287 5.43252 1.96444 0.035 -0.002 0.013 -1.38
C 1.48330 4.17135 2.34657 -0.067 0.016 0.183 -0.17
C 1.47261 3.52950 1.12683 -0.006 -0.135 -0.181 -0.55
C 0.79302 2.32077 0.96040 0.081 -0.077 -0.077 -0.43
N 0.66426 1.59744 -0.21363 -0.216 -0.224 -0.058 0.85
C 1.07140 1.82001 -1.52017 0.044 -0.079 0.099 0.30
C 1.58854 3.00200 -2.05912 -0.065 -0.027 0.227 -0.53
C 2.02737 3.04946 -3.36290 0.023 -0.084 -0.227 0.02
C 1.94217 1.87975 -4.13191 0.010 0.106 -0.059 -0.32
C 1.37523 0.69672 -3.67434 -0.024 -0.115 -0.072 -0.51
C 0.89149 0.68032 -2.35750 0.059 -0.105 0.178 0.70
O 0.28796 -0.41076 -1.85244 0.242 0.097 -0.142 -1.24
C 1.28357 -0.55601 -4.55774 0.005 -0.016 0.086 2.37
C 2.12014 -1.68966 -3.93239 -0.080 0.039 0.030 -1.52
C -0.18008 -1.00906 -4.71002 -0.023 0.039 -0.008 -1.43
C 1.82727 -0.29598 -5.96334 -0.006 0.013 -0.051 -2.44
C 2.59470 4.36258 -3.91121 -0.037 0.011 0.003 2.00
C 1.52356 5.46243 -3.83144 -0.002 -0.044 -0.034 -1.36
C 3.03958 4.24166 -5.37000 0.016 0.001 -0.001 -2.43
C 3.80863 4.78075 -3.06952 0.022 0.022 0.025 -1.47
C 0.15534 1.69960 2.07210 -0.031 -0.052 -0.162 0.03
O -0.43686 0.49822 1.89605 0.065 0.005 0.007 -0.29
C 0.15250 2.34051 3.31645 -0.037 0.027 0.148 -0.75
C 0.81205 3.56396 3.41272 0.041 0.027 0.043 -0.50
C -0.56068 1.71239 4.52159 -0.022 -0.059 -0.053 2.76
C -2.06343 1.56942 4.21901 0.014 -0.006 -0.067 -1.38
C -0.42549 2.56998 5.78030 0.038 0.050 0.034 -2.39
C 0.04444 0.33183 4.83407 -0.049 -0.021 -0.037 -1.09
H 1.86951 7.54188 1.68987 -0.025 -0.075 -0.019 0.45
H 0.37069 6.62261 1.93256 0.045 0.006 -0.026 0.32
H 1.41498 6.25985 0.55189 -0.003 0.020 0.057 0.12
H 2.73857 6.99453 3.94122 -0.028 -0.041 0.015 0.46
H 2.71994 5.34381 4.57478 -0.037 0.039 -0.035 0.41
H 1.19686 6.21432 4.29593 0.052 -0.020 -0.003 0.36
H 4.12403 6.39803 2.07853 -0.018 -0.046 -0.020 0.47
H 3.66952 5.15773 0.90801 0.011 0.006 0.063 0.07
H 4.18139 4.68556 2.53439 -0.016 0.034 -0.029 0.34
H 2.01049 3.95615 0.29781 -0.019 0.005 0.008 0.15
H 1.60358 3.89972 -1.46417 -0.007 -0.003 0.001 0.07
H 2.32081 1.90555 -5.14343 -0.039 0.004 0.061 0.70
H 1.79477 -1.90157 -2.91396 0.010 0.003 -0.030 0.14
H 3.17756 -1.41028 -3.90794 -0.053 -0.019 0.002 0.32
H 2.02041 -2.60481 -4.52732 0.014 0.098 0.019 0.46
H -0.61867 -1.28369 -3.75128 0.027 0.035 -0.037 0.04
H -0.22484 -1.87679 -5.37620 -0.003 0.046 0.033 0.57
H -0.78392 -0.21044 -5.15473 0.052 -0.053 0.032 0.24
H 2.89309 -0.05260 -5.95282 -0.051 0.013 0.002 0.41
H 1.28736 0.51566 -6.45881 0.029 -0.051 -0.011 0.41
H 1.69878 -1.19860 -6.56537 0.024 0.027 0.016 0.46
H 0.67110 5.21045 -4.46816 0.056 0.027 0.049 0.30
H 1.93853 6.41863 -4.16571 -0.017 -0.056 0.016 0.57
H 1.14620 5.58918 -2.81357 0.035 -0.004 -0.066 0.06
H 2.21379 3.93091 -6.01501 0.047 0.018 0.013 0.42
H 3.86293 3.53087 -5.48841 -0.071 0.030 0.009 0.38
H 3.38742 5.21683 -5.72028 0.001 -0.051 0.004 0.46
H 3.52382 4.98012 -2.03269 0.035 -0.014 -0.057 0.12
H 4.25647 5.69211 -3.47726 -0.023 -0.036 0.036 0.47
H 4.56752 3.99414 -3.06670 -0.027 0.037 0.003 0.33
H 0.82040 4.06180 4.37046 -0.025 -0.009 -0.033 0.72
H -2.52486 2.55499 4.10300 0.025 -0.064 0.013 0.32
H -2.56582 1.05276 5.04441 0.040 0.043 -0.043 0.46
H -2.23078 1.00678 3.29949 -0.003 0.038 0.066 0.01
H -0.84836 3.56884 5.64231 0.027 -0.049 0.015 0.42
H 0.61751 2.67070 6.09537 -0.065 0.006 -0.016 0.40
H -0.97456 2.08766 6.59245 0.029 0.027 -0.013 0.45
H -0.19564 -0.39483 4.05859 0.041 0.101 0.153 -0.16
H -0.34757 -0.04216 5.78644 0.018 0.040 -0.067 0.47
H 1.13374 0.39822 4.91866 -0.070 -0.015 0.012 0.21
C 4.86525 -0.75775 0.65751 0.060 -0.020 0.054 -0.52
O 4.18026 -1.45041 1.70951 0.141 -0.018 -0.098 -0.51
C 2.85435 -1.56846 1.51397 -0.052 0.290 -0.150 0.57
O 2.27728 -1.13689 0.53353 0.132 -0.220 0.167 -0.31
N 2.27252 -2.20051 2.55461 0.028 -0.054 -0.068 -0.16
N 0.88938 -2.33228 2.66852 -0.064 -0.141 -0.018 -0.50
H 5.92391 -0.87625 0.86707 0.001 -0.004 0.032 0.25
H 4.59744 0.29747 0.65859 -0.041 0.016 0.008 0.18
H 4.61889 -1.18461 -0.31097 -0.020 -0.030 -0.026 0.25
H 2.82489 -2.46368 3.34671 0.081 0.029 0.133 0.28
H 0.46777 -1.43661 2.44901 -0.085 0.152 0.026 -0.02
H 0.56180 -2.97439 1.95779 -0.055 -0.071 -0.122 0.39
O -1.08234 -2.07399 0.19684 0.067 0.262 -0.029 -0.95
P -2.56176 -2.40263 0.26155 -0.010 -0.074 0.108 2.03
C -3.65374 -1.04316 -0.01375 0.152 0.152 -0.286 0.20
C -3.38626 -0.20250 -1.25062 0.073 0.238 0.215 1.14
C -4.62275 0.53592 -1.67570 0.189 -0.002 0.031 -0.90
C -5.63906 0.78740 -0.81627 -0.028 -0.052 0.063 -0.63
C -5.66330 0.19902 0.47213 -0.008 0.022 -0.027 -0.92
C -4.69816 -0.76408 0.81912 -0.116 -0.011 0.043 -0.30
C -2.94380 -3.60735 -1.01427 0.012 -0.082 -0.037 0.02
C -1.90192 -4.14166 -1.76780 -0.004 0.012 -0.032 -0.26
C -2.18156 -5.05718 -2.77495 -0.024 -0.001 0.006 -0.76
C -3.49364 -5.43687 -3.02329 0.024 0.006 0.028 -0.46
C -4.53565 -4.89854 -2.27550 -0.020 0.022 0.008 -0.79
C -4.26394 -3.97893 -1.27429 0.053 0.010 -0.024 -0.59
C -2.93593 -3.09699 1.87180 0.090 0.071 0.151 -0.19
C -3.45386 -4.37112 2.07215 -0.047 0.003 0.001 -0.88
C -3.63889 -4.84170 3.36607 -0.002 0.009 0.036 -0.67
C -3.30265 -4.04511 4.45175 0.008 -0.005 0.013 -0.68
C -2.77632 -2.77259 4.25545 -0.016 0.006 -0.056 -0.79
C -2.59026 -2.29708 2.96786 0.019 -0.037 -0.038 0.06
H -3.04007 -0.85617 -2.06999 -0.022 -0.006 -0.030 0.04
H -4.63564 0.96640 -2.66813 0.039 0.029 0.013 0.50
H -6.45478 1.43217 -1.12113 -0.001 -0.039 0.010 0.44
H -6.46744 0.42723 1.15917 0.030 -0.016 -0.010 0.49
H -4.81403 -1.31974 1.74405 -0.016 0.062 -0.037 0.45
H -0.88539 -3.81892 -1.57059 -0.058 -0.025 -0.009 0.39
H -1.37602 -5.46914 -3.37119 -0.029 0.026 0.040 0.43
H -3.70881 -6.15234 -3.80776 0.006 0.031 0.016 0.40
H -5.55925 -5.18649 -2.48456 0.053 0.012 0.023 0.41
H -5.07149 -3.53305 -0.70152 0.021 -0.039 -0.044 0.48
H -3.70971 -4.99523 1.22317 0.026 0.019 0.054 0.39
H -4.04117 -5.83376 3.52823 0.011 0.016 -0.018 0.41
H -3.44148 -4.42109 5.45915 -0.002 0.023 -0.059 0.40
H -2.50432 -2.15582 5.10323 0.007 -0.016 -0.034 0.51
H -2.16490 -1.30874 2.80213 -0.028 -0.091 0.040 0.14
C -2.23434 0.76913 -0.90870 -0.178 -0.066 -0.094 -1.39
C -2.10160 2.04946 -1.57338 -0.043 -0.101 0.011 0.55
C -2.14578 2.19291 -2.97352 -0.056 0.002 -0.015 0.29
C -1.95268 3.42593 -3.57964 0.027 -0.070 -0.004 -1.09
C -1.70907 4.56054 -2.81327 -0.060 -0.056 0.002 -0.63
C -1.63887 4.43740 -1.43003 -0.002 -0.060 0.069 -0.82
C -1.81979 3.20410 -0.82139 -0.024 0.090 -0.007 -0.10
H -2.29617 1.30759 -3.58527 -0.022 0.060 -0.007 0.45
H -1.97986 3.49929 -4.66223 -0.011 -0.008 0.050 0.36
H -1.56966 5.52459 -3.28808 0.000 -0.049 0.028 0.55
H -1.43706 5.31249 -0.82010 -0.014 -0.047 -0.001 0.51
H -1.74688 3.10864 0.25709 -0.046 0.057 -0.034 0.40
```
Forces are in eV/Å.

Calculated values
HOMO (spin up / spin down): -5.5264 / -7.6873 eV
Total energy: -3121.49365 Eh
<S²>: 8.829
2S+1: 6
HOMO-LUMO gap (spin up / spin down): 0.2237 / 0.2390 Ha
Molar mass: 1072.34 Da

C4H12 | ωB97M-V with the def2-TZVPD basis set

Geometry as XYZ:
```
16
Properties=species:S:1:pos:R:3:forces:R:3:mulliken_charge:R:1
C 1.18626 0.20913 -1.56012 -1.148 -1.767 -2.664 -0.48
C 1.34982 -1.29874 -2.02422 -3.298 1.924 1.516 -0.82
H 0.20152 0.52606 -2.03857 1.192 -0.117 0.676 0.22
H 1.02000 0.12776 -0.52785 0.500 0.964 1.697 -0.06
H 1.97842 0.78180 -2.00573 0.345 0.734 0.679 0.36
H 2.26845 -1.77221 -1.96354 1.973 -0.426 0.092 0.33
H 0.96193 -1.22434 -3.02336 -0.118 -1.126 -0.475 0.27
H 0.65507 -1.80208 -1.28062 0.524 -0.185 -1.468 0.20
C -1.27278 -0.11488 2.20011 0.771 2.096 -1.586 -0.36
C -1.15912 1.18642 1.44972 -2.025 0.159 3.878 -0.75
H -1.42480 0.10392 3.26809 -0.168 -0.166 -0.112 0.32
H -2.08630 -0.83850 1.96274 0.216 -0.962 -0.023 0.38
H -0.31327 -0.63069 1.79337 -1.144 -0.408 0.204 0.30
H -1.58901 1.34822 0.46088 0.045 -1.131 -1.504 0.38
H -0.12426 1.39568 1.26489 1.442 0.798 -0.864 0.37
H -1.65194 2.00246 2.02422 0.892 -0.387 -0.046 0.34
```
Forces are in eV/Å.

Calculated values
Charge: +1
HOMO (spin up / spin down): -14.5731 / -14.5558 eV
Total energy: -159.10965 Eh
<S²>: 0.753
2S+1: 2
HOMO-LUMO gap (spin up / spin down): 0.4032 / 0.0958 Ha
Molar mass: 60.14 Da

C3H10N3O2 | ωB97M-V with the def2-TZVPD basis set

Geometry as XYZ:
```
18
Properties=species:S:1:pos:R:3:forces:R:3:mulliken_charge:R:1
C -0.15242 -2.28260 -1.70451 2.226 -2.309 3.884 -0.73
C -0.90212 2.23765 1.82565 0.808 0.851 3.506 -0.68
C 0.76182 0.75581 0.93769 2.345 2.236 1.784 0.50
N 1.54335 -0.31964 0.86955 -1.255 1.136 -0.508 -0.48
N 0.24336 0.00855 -0.93727 -1.028 -1.284 -1.751 -0.44
N -0.48200 -1.04968 -1.00509 5.473 1.889 -1.241 0.26
O 0.84104 -1.47474 1.02812 -1.246 -1.487 3.722 -0.30
O -0.41422 0.90571 1.50921 -0.459 -0.882 -0.481 -0.30
H -0.60525 -2.22920 -2.62655 -1.167 -0.388 -2.062 0.35
H 0.96899 -2.42003 -1.80027 -1.296 0.580 0.037 0.33
H -0.45849 -3.17728 -0.99621 0.191 1.760 -1.821 0.28
H 0.02296 2.88056 2.12259 -1.699 -0.819 -0.981 0.35
H -1.45869 2.11890 2.86718 0.950 0.113 -2.417 0.25
H -1.58236 2.69776 1.09069 0.617 -0.527 0.054 0.27
H 1.37715 1.73325 0.88271 -1.006 -1.576 -0.571 0.38
H 1.18827 -0.15587 -1.35412 -0.840 -0.018 0.085 0.35
H -1.34134 -0.96746 -0.62447 -3.619 0.476 1.578 0.22
H 0.44553 -1.51645 2.00481 1.004 0.248 -2.818 0.37
```
Forces are in eV/Å.

Calculated values
Charge: +1
HOMO (spin up / spin down): -14.0361 / -14.0351 eV
Total energy: -434.59573 Eh
2S+1: 1
HOMO-LUMO gap (spin up / spin down): 0.3292 / 0.3292 Ha
Molar mass: 120.13 Da

Number 1: F_max 1.050 eV/A. Number 2: F_max 0.358 eV/A. Number 3: F_max 4.378 eV/A. Number 4: F_max 5.921 eV/A.